DFT (ωB97M-V with the def2-TZVPD basis set) results for C20H27N8NdS as an isolated structure in a non-equilibrium geometry.

CARTESIAN COORDINATES (ANGSTROEM)
Nd -0.90790 0.46503 0.46507
C 0.01149 0.70639 -2.41433
C 0.31309 -0.78122 -2.49181
C 1.76533 -1.08947 -2.28020
C 2.69180 -0.99647 -3.32540
C 4.05043 -1.26553 -3.13326
C 4.48715 -1.47154 -1.80885
C 3.58741 -1.79606 -0.78225
C 4.12199 -2.38683 0.49982
C 5.59761 -2.86200 0.52675
C 2.21711 -1.40227 -0.93920
N 1.27586 -1.19952 0.06994
C 1.59797 -1.27473 1.39704
C 0.62571 -1.37625 2.44409
C 0.84916 -1.78145 3.79910
C -0.29933 -1.36490 4.51553
C -1.18398 -0.85524 3.59358
N -0.67840 -0.82406 2.30197
H -1.09090 0.83345 -2.12428
H 0.10675 1.19459 -3.39326
H 0.72923 1.20766 -1.71592
H -0.02832 -1.12066 -3.50944
H -0.25206 -1.40672 -1.75881
H 2.33865 -0.78783 -4.31246
H 4.84391 -1.27234 -3.95785
H 5.55431 -1.48401 -1.64808
H 3.45360 -3.30017 0.73450
H 4.00425 -1.68162 1.27452
H 5.86010 -3.48920 -0.33240
H 5.72727 -3.50825 1.38306
H 6.25085 -1.97778 0.62354
H 2.53495 -0.76573 1.70133
H 1.77815 -2.13263 4.25258
H -0.53656 -1.38905 5.55394
H -2.16905 -0.44839 3.82320
N -7.21809 -1.56505 -0.18529
C -6.12823 -0.79239 -0.27084
N -6.25875 0.52355 0.02769
N -5.02264 -1.40903 -0.62710
C -3.87223 -0.86626 -0.57274
N -2.70971 -0.60344 -0.41067
H -8.07302 -1.10903 0.10980
H -7.22787 -2.49336 -0.58552
H -7.01104 0.84350 0.61340
H -5.38898 1.01269 0.21151
S -2.64313 2.28831 1.75979
C -1.50181 3.15103 0.86236
N -1.30293 3.19435 -0.48498
C -0.56542 4.39628 -0.86686
C -0.14175 5.01301 0.46237
N -0.77213 4.15580 1.41654
H -2.05808 2.83170 -1.10460
H -1.29792 5.06188 -1.36650
H 0.23947 4.09109 -1.50967
H -0.49776 6.01308 0.48243
H 0.93627 5.10774 0.55761
H -0.71187 4.23933 2.44950

As for the expectation value of S²: 3.754. As for the charge: +2. The spin multiplicity is 4. As for the LUMO energy (alpha / beta): -6.51 / -6.45 eV. The HOMO energy (alpha / beta) is -12.2 / -12.2 eV.

Partial atomic charges computed with the Löwdin method, in multiples of e:
1 Nd 1.731
2 C -0.164
3 C -0.244
4 C -0.187
5 C -0.043
6 C -0.042
7 C -0.029
8 C -0.141
9 C -0.209
10 C -0.088
11 C -0.184
12 N -0.011
13 C -0.082
14 C -0.316
15 C 0.012
16 C -0.067
17 C -0.172
18 N -0.212
19 H 0.033
20 H 0.102
21 H 0.071
22 H 0.143
23 H 0.089
24 H 0.107
25 H 0.141
26 H 0.108
27 H 0.159
28 H 0.058
29 H 0.084
30 H 0.070
31 H 0.088
32 H 0.141
33 H 0.122
34 H 0.103
35 H 0.104
36 N 0.214
37 C -0.445
38 N 0.205
39 N 0.168
40 C -0.253
41 N -0.043
42 H 0.135
43 H 0.143
44 H 0.128
45 H 0.094
46 S 0.656
47 C -0.940
48 N -0.045
49 C -0.094
50 C -0.117
51 N 0.045
52 H 0.158
53 H 0.152
54 H 0.122
55 H 0.123
56 H 0.137
57 H 0.182

DFT (ωB97M-V with the def2-TZVPD basis set) results for one molecule with the formula C6H10O2 in a non-equilibrium geometry.

CARTESIAN COORDINATES (ANGSTROEM)
C -0.47109 1.92606 0.52332
C -0.21203 0.62528 0.32772
C -0.70215 -0.43819 1.38016
O -2.02471 -0.11778 1.78796
C 0.46648 0.09116 -0.90244
C 1.91895 -0.31195 -0.66146
C -0.41018 -1.07751 -1.38632
O -0.11195 -2.26188 -1.27362
H -0.17617 2.68457 -0.19623
H -0.96867 2.26539 1.42931
H -0.67528 -1.49469 1.10629
H -0.04485 -0.35194 2.25022
H -2.61526 -0.38013 1.06335
H 0.44230 0.84054 -1.70348
H 2.39754 0.31777 0.09638
H 2.02977 -1.35335 -0.34671
H 2.49074 -0.19642 -1.58943
H -1.33344 -0.76693 -1.90502

The SMILES is C=C(CO)[C@@H](C)C=O. As for the charge: 0. The spin multiplicity is 1. As for the LUMO energy: 0.59 eV. Its energy above the lowest of the compared OMol25 structures with the same formula, charge and spin is 1.564 eV. The HOMO energy is -9.6 eV.

Partial atomic charges computed with the Löwdin method, in multiples of e:
1 C 0.077
2 C -0.256
3 C -0.203
4 O -0.073
5 C -0.315
6 C -0.049
7 C -0.211
8 O 0.042
9 H 0.067
10 H 0.072
11 H 0.112
12 H 0.124
13 H 0.096
14 H 0.139
15 H 0.085
16 H 0.080
17 H 0.082
18 H 0.130

DFT (ωB97M-V with the def2-TZVPD basis set) results for a 2-piece molecular cluster, C4H10NO3 overall in a non-equilibrium geometry.

CARTESIAN COORDINATES (ANGSTROEM)
O 1.03434 -1.64412 -1.02282
C -0.25102 -1.67475 -1.05592
O -0.94842 -1.87316 -2.11898
C -0.96871 -1.48271 0.32307
C -1.48467 0.01758 0.65358
C -1.94990 0.71388 -0.58390
N -0.11031 -1.90381 1.55846
H -1.79741 -2.10850 0.39190
H -0.59383 0.50822 1.10329
H -2.21765 -0.06488 1.38968
H -2.24160 1.78462 -0.33012
H -1.25469 0.76440 -1.44949
H -2.81846 0.22132 -1.12732
H 0.78522 -1.68281 1.25376
H -0.17802 -2.88633 1.47525
H 4.40327 3.87478 0.36073
H 5.29044 3.42528 -0.81661
O 5.30143 4.01098 -0.00456

As for the charge: -1. The spin multiplicity is 1. As for the LUMO energy: 2.98 eV. Its energy above the lowest of the compared OMol25 structures with the same formula, charge and spin is 1.592 eV. The HOMO energy is -4.1 eV.

Partial atomic charges computed with the Löwdin method, in multiples of e:
1 O -0.122
2 C -0.661
3 O -0.119
4 C -0.255
5 C -0.224
6 C -0.160
7 N 0.023
8 H 0.090
9 H 0.106
10 H 0.065
11 H 0.069
12 H 0.072
13 H 0.086
14 H 0.003
15 H 0.027
16 H 0.041
17 H 0.063
18 O -0.105